ORCA calculation (ωB97M-V with the def2-TZVPD basis set) on 2 unconnected molecules or ions with the total composition C2H6N2O2 in a non-equilibrium geometry.

Summary:
* net charge: 0
* LUMO level: 0.9 eV
* E_HOMO: -9.93 eV

Structure (XYZ):
```
12
Properties=species:S:1:pos:R:3:nbo_charge:R:1
C -1.7563 -0.7306 -0.1386 0.416
C 1.5311 0.7573 0.5699 0.550
N -1.8242 0.4969 0.1164 -0.742
N 1.6996 0.2291 -0.6474 -0.811
O 0.9533 0.2120 1.4813 -0.622
O -0.7539 -1.4789 0.2807 -0.716
H -0.1692 -0.9289 0.8676 0.509
H -2.6388 0.9710 -0.2524 0.349
H 2.1611 0.7285 -1.3888 0.401
H -2.4763 -1.3281 -0.7196 0.134
H 1.2532 -0.6676 -0.8583 0.413
H 2.0205 1.7392 0.6894 0.118
```



ORCA calculation (ωB97M-V with the def2-TZVPD basis set) on a molecular structure, C36H24BBr4FeN2O4S2.

Summary:
* net charge: -1
* LUMO level (alpha / beta): 1.5 / 1.5 eV
* E_HOMO (alpha / beta): -3.93 / -3.96 eV

Structure (XYZ):
```
74
Properties=species:S:1:pos:R:3:lowdin_charge:R:1
Fe 0.7250 -1.9947 0.1755 0.467
Br -4.3286 -5.3944 3.2260 0.655
C -2.7135 -4.4674 2.8861 -0.768
C -1.8423 -4.1608 3.9206 -0.769
Br -2.2435 -4.6613 5.7017 0.655
C -0.6534 -3.4712 3.6452 -0.643
Br 0.5942 -3.0224 4.9953 0.712
C -0.3278 -3.0813 2.3528 -0.397
O 0.7710 -2.4480 2.0196 -0.160
C -1.2231 -3.4001 1.2888 -0.396
O -0.8534 -3.0282 0.0862 -0.162
C -2.3956 -4.0850 1.5756 -0.642
Br -3.5222 -4.4715 0.1056 0.713
S -0.9754 -1.4989 -6.5419 1.034
C -2.2696 -2.5177 -7.0078 -0.429
C -2.5784 -3.4087 -6.0280 -0.187
C -1.7397 -3.2803 -4.8885 -0.116
C -0.8091 -2.2869 -5.0162 -0.484
C 0.2101 -1.8672 -4.0426 -0.191
C -0.0145 -2.1096 -2.6867 -0.009
N 0.8630 -1.7797 -1.7395 0.063
C 2.0193 -1.1658 -2.1263 -0.128
C 2.3250 -0.8625 -3.4589 -0.134
C 3.5869 -0.2074 -3.7121 -0.018
C 4.4394 0.0958 -2.7067 -0.018
C 4.1306 -0.2222 -1.3323 -0.134
C 4.9530 0.0337 -0.2406 0.019
C 4.5261 -0.3363 1.0414 -0.192
C 3.2807 -0.9414 1.1960 -0.010
N 2.4779 -1.2114 0.1663 0.060
C 2.9046 -0.8537 -1.0822 -0.128
C 5.3499 -0.0997 2.2349 -0.486
C 5.3470 -0.7925 3.4120 -0.116
C 6.2720 -0.2812 4.3614 -0.187
C 6.9689 0.7874 3.8892 -0.429
S 6.4945 1.1891 2.2947 1.035
C 1.3954 -1.2291 -4.4286 0.019
H -2.7370 -2.3986 -7.9714 0.058
H -3.3691 -4.1397 -6.1140 0.100
H -1.8132 -3.9083 -4.0123 0.117
H -0.9277 -2.5678 -2.3274 0.128
H 3.8426 0.0376 -4.7363 0.110
H 5.3821 0.5858 -2.9207 0.110
H 5.9224 0.4964 -0.3857 0.103
H 2.8874 -1.2129 2.1685 0.129
H 4.7106 -1.6481 3.5885 0.118
H 6.4143 -0.6977 5.3480 0.100
H 7.7298 1.3612 4.3923 0.058
H 1.6008 -1.0372 -5.4756 0.102
C -3.6742 5.8043 1.0144 -0.081
C -3.8374 4.3196 1.3415 -0.565
C -4.0265 4.1835 2.8582 -0.053
C -5.0983 3.8116 0.6284 -0.053
C -2.6298 3.4885 0.9017 -0.182
C -1.5209 4.0536 0.2786 -0.045
C -0.4163 3.2920 -0.1211 0.009
C -0.4596 1.9440 0.1237 -0.217
O 0.4608 0.9787 -0.1586 0.143
B -0.0844 -0.2494 0.3079 -0.391
O -1.3517 0.0216 0.8679 0.172
C -1.5579 1.3629 0.7452 -0.193
C -2.6444 2.1037 1.1399 0.058
H -4.5607 6.3483 1.3477 0.080
H -3.5641 5.9698 -0.0589 0.083
H -2.8078 6.2345 1.5204 0.083
H -4.8895 4.7685 3.1871 0.079
H -3.1428 4.5430 3.3889 0.089
H -4.1915 3.1459 3.1498 0.077
H -5.9703 4.3934 0.9383 0.079
H -5.2934 2.7641 0.8579 0.077
H -4.9896 3.9020 -0.4540 0.089
H -1.4945 5.1170 0.0886 0.090
H 0.4374 3.7476 -0.6053 0.113
H -3.4799 1.6130 1.6220 0.125
```



ORCA calculation (ωB97M-V with the def2-TZVPD basis set) on C23H16N6O in the gas phase in a non-equilibrium geometry.

Summary:
* net charge: 0
* LUMO level: -0.6 eV
* E_HOMO: -7.90 eV

Structure (XYZ):
```
46
Properties=species:S:1:pos:R:3:nbo_charge:R:1
O 1.6772 -0.6181 -5.2200 -0.583
N -0.7833 1.7406 -2.9199 -0.429
N 1.3457 -0.4858 -0.9876 -0.568
N -0.0410 0.6751 3.3006 -0.460
C 1.3691 -0.6841 -4.0466 0.659
C 0.0117 0.7476 -2.6492 0.362
C 0.5215 0.4870 -1.2940 0.387
C -0.0046 0.4198 2.0240 0.373
C 3.7536 -3.1724 -1.4730 -0.180
C -1.9772 -1.5997 5.4957 -0.231
C -2.7380 4.3245 -1.2653 -0.227
C 3.7734 -3.3263 -2.8574 -0.229
C -2.3478 -2.5516 4.5444 -0.219
C -2.4526 4.0888 0.0736 -0.193
C 2.8969 -2.2091 -0.9277 -0.222
C -1.1658 -0.5097 5.1478 -0.195
C -2.1588 3.5339 -2.2419 -0.173
C 2.9879 -2.4856 -3.6910 -0.125
C -1.8456 -2.4327 3.2356 -0.253
C -1.5247 3.1422 0.4698 -0.278
C 2.0873 -1.3975 -1.7412 0.237
C -0.7559 -0.3680 3.8486 0.061
C -1.2849 2.5118 -1.9012 0.058
C 2.1475 -1.5124 -3.1197 -0.225
C -1.1280 -1.2762 2.8761 0.155
C -0.9256 2.3175 -0.5402 0.220
N 0.2544 0.0354 -3.7743 -0.583
N -0.5811 -0.7937 1.7225 -0.553
N 0.0438 1.3159 -0.2489 -0.387
C 0.6962 1.3404 1.0571 -0.254
H 4.4230 -3.7037 -0.8360 0.218
H -2.2543 -1.7360 6.5549 0.215
H -3.4901 5.0707 -1.5520 0.219
H 4.4298 -4.0819 -3.2454 0.217
H -2.9445 -3.3938 4.8764 0.220
H -3.0047 4.6609 0.8035 0.218
H 2.8724 -2.0694 0.1463 0.226
H -0.8705 0.2698 5.8798 0.225
H -2.3994 3.7787 -3.2829 0.228
H 3.0744 -2.5852 -4.7685 0.243
H -2.0941 -3.1742 2.4436 0.214
H -1.3181 3.0506 1.5226 0.234
H -0.1371 0.4534 -4.6082 0.442
H -0.6104 -1.2018 0.7888 0.430
H 0.7376 2.3699 1.4537 0.248
H 1.7346 1.0342 0.9267 0.256
```



ORCA calculation (ωB97M-V with the def2-TZVPD basis set) on a molecular structure, C16H44ClN4O4Ti in a non-equilibrium geometry.

Summary:
* net charge: 0
* LUMO level (alpha / beta): -0.8 / -0.7 eV
* expectation value of S²: 3.75
* E_HOMO (alpha / beta): -7.54 / -8.63 eV
* 2S+1: 4

Structure (XYZ):
```
70
Properties=species:S:1:pos:R:3:nbo_charge:R:1
Ti -28.8968 8.4596 -2.1804 0.856
Cl -27.4910 6.2932 -1.6406 -0.836
C -27.7383 2.6961 0.3067 -0.619
C -27.1213 2.0233 -0.9250 -0.066
C -27.5974 0.5757 -1.0481 -0.053
O -26.9881 -0.2679 -0.1320 -0.541
C -27.2100 -1.6506 -0.3199 -0.245
N -27.4503 2.7959 -2.0918 -0.883
H -28.8276 2.6405 0.2233 0.204
H -27.5007 3.7592 0.3991 0.202
H -27.4144 2.2035 1.2253 0.214
H -26.0442 1.9400 -0.7035 0.158
H -27.4124 0.2940 -2.0994 0.153
H -28.6986 0.5435 -1.0151 0.157
H -28.1498 -1.8987 0.1903 0.164
H -26.4109 -2.1829 0.1869 0.192
H -27.3747 -1.9672 -1.3521 0.172
H -26.9177 2.4629 -2.9049 0.386
H -27.2630 3.7825 -1.9653 0.380
C -30.1954 7.5618 3.2527 -0.611
C -29.2983 6.5123 2.6029 -0.061
C -29.6194 5.0735 3.0188 -0.075
O -30.9399 4.7218 2.6727 -0.551
C -31.2843 3.4187 3.0784 -0.247
N -29.3052 6.6899 1.1648 -0.877
H -29.7445 8.5204 3.0052 0.215
H -30.1304 7.3706 4.3260 0.205
H -31.2252 7.4553 2.9205 0.215
H -28.2380 6.6742 2.8327 0.188
H -29.3818 4.8731 4.0705 0.165
H -28.9427 4.4493 2.4180 0.167
H -32.2003 3.1550 2.5513 0.191
H -31.4611 3.3455 4.1547 0.166
H -30.5534 2.6487 2.8111 0.170
H -30.2026 6.3441 0.8157 0.349
H -28.6781 6.1640 0.5620 0.387
C -23.8091 3.9845 -0.4221 -0.619
C -24.0188 4.8573 0.8110 -0.077
C -22.8145 5.1842 1.6549 -0.063
O -22.5731 4.1911 2.6181 -0.538
C -21.5391 4.5416 3.5174 -0.244
N -24.6825 6.1181 0.3778 -0.837
H -23.5084 2.9801 -0.1126 0.218
H -23.0366 4.3588 -1.0975 0.205
H -24.7420 3.8776 -0.9783 0.207
H -24.7795 4.3373 1.4066 0.178
H -22.9888 6.1567 2.1346 0.169
H -21.9325 5.3445 1.0159 0.159
H -21.8246 5.3880 4.1511 0.163
H -20.6381 4.8197 2.9627 0.165
H -21.4010 3.6561 4.1330 0.194
H -25.2808 5.8601 -0.4050 0.366
H -25.4303 6.3417 1.0338 0.348
C -27.0081 5.6725 -6.1973 -0.620
C -27.1741 4.2538 -5.6237 -0.067
C -25.8595 3.7513 -5.0072 -0.082
O -26.0366 2.4349 -4.5126 -0.555
C -24.8449 1.8629 -4.0400 -0.257
N -28.3127 4.3382 -4.7016 -0.842
H -26.2769 5.7501 -7.0001 0.209
H -26.8272 6.3197 -5.3348 0.201
H -27.9569 6.0489 -6.5826 0.222
H -27.4385 3.4976 -6.3680 0.188
H -25.5793 4.3621 -4.1376 0.168
H -25.0961 3.9051 -5.7786 0.173
H -24.0925 1.8528 -4.8351 0.175
H -25.0625 0.8538 -3.6885 0.196
H -24.3972 2.3790 -3.1792 0.173
H -28.1441 5.0512 -3.9968 0.356
H -28.3529 3.4670 -4.1796 0.375
```



ORCA calculation (ωB97M-V with the def2-TZVPD basis set) on a molecular structure, C42H34HfN5O8PS.

Summary:
* net charge: 0
* LUMO level: -0.2 eV
* E_HOMO: -8.35 eV

Structure (XYZ):
```
92
Properties=species:S:1:pos:R:3:lowdin_charge:R:1
Hf 0.7777 -0.3592 0.8748 1.746
O -1.4247 -1.5500 4.3514 0.066
C -0.5614 -1.2394 3.5489 -0.476
N -0.6194 -1.3504 2.1956 -0.102
C -1.8541 -1.9207 1.6793 -0.168
C -1.7527 -3.3341 1.1577 -0.245
C -2.6774 -3.7604 0.2063 -0.018
C -2.6186 -5.0531 -0.2682 -0.055
C -1.6300 -5.9007 0.2140 -0.062
C -0.7393 -5.3924 1.1361 -0.130
N -0.7915 -4.1404 1.6030 0.088
C 0.7445 -0.6682 4.0327 -0.181
C 0.9501 -0.4238 5.3737 0.023
C 2.1941 0.0322 5.7751 -0.023
C 3.1847 0.2174 4.8210 -0.023
C 2.8779 -0.0093 3.4915 -0.104
N 1.6751 -0.4334 3.1042 0.010
H -2.2183 -1.2948 0.8616 0.057
H -2.6120 -1.8947 2.4705 0.132
H -3.4123 -3.0615 -0.1747 0.115
H -3.3216 -5.3948 -1.0164 0.112
H -1.5429 -6.9224 -0.1273 0.104
H 0.0642 -6.0105 1.5234 0.108
H 0.1388 -0.6110 6.0614 0.125
H 2.3940 0.2367 6.8184 0.115
H 4.1729 0.5575 5.0936 0.113
H 3.5989 0.1788 2.7073 0.121
C 0.5759 3.5634 -3.6882 -0.083
C 0.9344 2.2282 -3.8113 -0.070
C 0.2704 1.2550 -3.0739 -0.073
C -0.7442 1.6144 -2.1939 -0.373
C -1.0705 2.9633 -2.0450 -0.108
C -0.4312 3.9287 -2.8037 -0.088
P -1.6657 0.4157 -1.1609 1.079
C -3.3585 0.5248 -1.8435 -0.366
C -3.6499 1.0090 -3.1165 -0.089
C -4.9561 1.0020 -3.5859 -0.078
C -5.9826 0.5096 -2.7925 -0.086
C -5.7035 0.0310 -1.5196 -0.083
C -4.4000 0.0484 -1.0467 -0.103
C -1.0596 -1.1938 -1.7249 -0.450
C -1.6036 -1.9164 -2.7809 -0.085
C -1.0440 -3.1336 -3.1327 -0.085
C 0.0666 -3.5908 -2.4379 -0.085
C 0.6002 -2.8518 -1.3892 -0.119
C 0.0437 -1.6333 -0.9655 -0.255
H 1.0844 4.3197 -4.2717 0.103
H 1.7268 1.9383 -4.4885 0.105
H 0.5484 0.2134 -3.1882 0.105
H -1.8443 3.2537 -1.3412 0.113
H -0.7101 4.9687 -2.6962 0.100
H -2.8526 1.3912 -3.7421 0.108
H -5.1706 1.3815 -4.5764 0.104
H -6.9996 0.5071 -3.1617 0.102
H -6.5025 -0.3402 -0.8915 0.103
H -4.1871 -0.2939 -0.0392 0.093
H -2.4607 -1.5293 -3.3202 0.102
H -1.4595 -3.7156 -3.9456 0.103
H 0.5208 -4.5364 -2.7087 0.104
H 1.4643 -3.2729 -0.8920 0.081
O 6.1110 -3.0720 0.0460 0.133
C 5.3517 -3.8751 0.7767 -0.500
O 5.7608 -4.9084 1.2407 0.108
C 3.9633 -3.4174 1.0560 -0.036
C 3.0215 -4.1225 1.7870 0.029
N 1.8930 -3.4008 1.8152 0.071
N 2.0515 -2.2624 1.1461 -0.055
C 3.2900 -2.2466 0.6792 -0.145
C 3.6095 -1.0406 -0.1469 -0.524
O 4.6955 -0.9168 -0.6897 0.095
O 2.6253 -0.2094 -0.1847 -0.140
H 5.6394 -2.2512 -0.2590 0.070
H 3.1120 -5.0861 2.2582 0.142
H 0.9218 -3.6532 2.0846 0.117
C 0.6281 7.6064 -1.2042 -0.046
C 0.6839 6.3076 -0.4449 -0.280
C -0.3392 5.9721 0.4444 -0.034
C -0.2997 4.7894 1.1570 -0.046
C 0.7707 3.9230 0.9635 -0.280
C 1.7891 4.2225 0.0757 -0.033
C 1.7410 5.4245 -0.6161 -0.036
S 0.8284 2.4302 1.8816 0.509
O 2.0567 1.7276 1.4826 -0.388
O 0.6744 2.7409 3.2709 -0.255
O -0.2717 1.5435 1.3548 -0.468
H -0.2913 7.6753 -1.7881 0.080
H 1.4723 7.7028 -1.8846 0.076
H 0.6440 8.4560 -0.5202 0.084
H -1.1699 6.6535 0.5855 0.119
H -1.0776 4.5363 1.8649 0.124
H 2.6022 3.5237 -0.0617 0.119
H 2.5360 5.6703 -1.3090 0.117
```



ORCA calculation (ωB97M-V with the def2-TZVPD basis set) on a molecular structure, C35H49ClN2OPdS.

Summary:
* net charge: -2
* LUMO level: 4.6 eV
* E_HOMO: -0.45 eV

Structure (XYZ):
```
90
Properties=species:S:1:pos:R:3:nbo_charge:R:1
Pd 1.1609 0.4576 0.9524 0.127
C -0.6242 -1.5088 -3.0986 -0.596
C -0.9655 -0.1814 -3.7757 -0.249
C -2.3291 0.3297 -3.3078 -0.603
C 0.1813 0.8112 -3.6763 0.052
C 0.8831 1.1027 -4.8374 -0.254
C 1.9949 1.9301 -4.8236 -0.252
C 2.4231 2.4624 -3.6236 -0.248
C 1.7504 2.2103 -2.4314 0.062
C 2.2610 2.7778 -1.1348 -0.289
C 3.7780 2.7188 -1.0109 -0.608
C 1.7541 4.2013 -0.8888 -0.595
C 0.6038 1.4004 -2.4644 0.100
N -0.1193 1.1186 -1.2865 -0.484
C -0.9696 2.0119 -0.9362 0.131
C -1.9610 1.9467 0.1083 -0.167
C -2.9225 2.9669 0.0421 -0.147
C -4.0725 2.9887 0.7998 -0.369
C -4.2823 1.8991 1.6546 -0.178
C -3.3624 0.8985 1.7787 -0.334
C -2.1006 0.8879 1.0779 0.219
N -1.1585 -0.0140 1.3130 -0.669
C -1.5147 -1.0590 2.1737 0.282
C -2.1136 -2.2011 1.6054 -0.061
C -2.5436 -3.2402 2.4154 -0.222
C -2.3710 -3.1960 3.7877 -0.264
C -1.7332 -2.0998 4.3419 -0.219
C -1.2907 -1.0265 3.5735 -0.054
C -0.5149 0.0509 4.3237 -0.229
C 0.9756 -0.2524 4.2112 -0.603
C -0.7736 1.5128 3.9619 -0.607
C -2.2814 -2.3078 0.1037 -0.261
C -1.6787 -3.6074 -0.4256 -0.603
C -3.7456 -2.1578 -0.3061 -0.598
H -1.4845 -2.1791 -3.1480 0.187
H -0.3536 -1.3708 -2.0515 0.252
H 0.2132 -1.9985 -3.5943 0.198
H -1.0652 -0.3856 -4.8527 0.176
H -2.4307 0.2824 -2.2280 0.232
H -3.1174 -0.2944 -3.7381 0.188
H -2.5048 1.3624 -3.6170 0.200
H 0.5517 0.6549 -5.7690 0.188
H 2.5307 2.1446 -5.7417 0.189
H 3.3088 3.0862 -3.5992 0.199
H 1.8495 2.1545 -0.3245 0.249
H 4.2773 3.4156 -1.6943 0.166
H 4.1456 1.7120 -1.2215 0.199
H 4.0497 2.9606 0.0159 0.255
H 2.1483 4.9014 -1.6334 0.173
H 2.0664 4.5204 0.1058 0.228
H 0.6656 4.2422 -0.9312 0.203
H -1.0625 2.9238 -1.5452 0.137
H -2.7488 3.7588 -0.6824 0.185
H -4.7925 3.7923 0.7133 0.186
H -5.1912 1.8420 2.2484 0.183
H -3.5651 0.0881 2.4675 0.214
H -3.0158 -4.1031 1.9583 0.188
H -2.7098 -4.0121 4.4165 0.185
H -1.5633 -2.0613 5.4146 0.187
H -0.8104 -0.0721 5.3777 0.172
H 1.2373 -0.2848 3.1419 0.219
H 1.2192 -1.2171 4.6656 0.181
H 1.5858 0.5381 4.6497 0.222
H -0.2905 1.7772 3.0183 0.246
H -0.3408 2.1477 4.7379 0.192
H -1.8384 1.7325 3.8873 0.200
H -1.7221 -1.4741 -0.3294 0.253
H -2.1903 -4.4821 -0.0139 0.174
H -0.6196 -3.6633 -0.1776 0.249
H -1.7749 -3.6556 -1.5115 0.192
H -4.3550 -2.9605 0.1203 0.181
H -3.8453 -2.2015 -1.3943 0.191
H -4.1500 -1.2041 0.0381 0.223
C 3.4707 -1.1935 -2.5694 -0.616
C 3.9075 -1.3224 -1.1291 -0.600
S 2.4751 -1.2514 0.0131 1.216
O 1.7632 -2.5304 -0.3107 -1.041
C 3.4193 -1.5871 1.5511 -0.612
C 2.7709 -2.7289 2.3105 -0.617
H 4.3358 -1.2353 -3.2365 0.189
H 2.9545 -0.2506 -2.7427 0.224
H 2.7944 -2.0077 -2.8230 0.219
H 4.5760 -0.5091 -0.8319 0.210
H 4.3995 -2.2813 -0.9401 0.197
H 3.3848 -0.6504 2.1123 0.273
H 4.4589 -1.8120 1.2950 0.187
H 1.7153 -2.5171 2.4835 0.237
H 3.2612 -2.8483 3.2800 0.192
H 2.8337 -3.6636 1.7553 0.209
Cl 2.8351 2.1395 2.4071 -0.920
```



Summary of E_tot in eV
-9246.676 -385801.715 -35099.552 -67089.125 -89373.915 -68957.363
(order as listed above)